Computed, not measured: an isolated molecule of C2H5NO2S, with the ωB97M-V functional and the def2-TZVPD basis.

The calculation puts the energy relative to the best compared isomer or geometry (same formula, charge and spin) at 341.2 kJ/mol. Its calculated total energy is -682.5096 hartree. For the lowest unoccupied orbital energy, the calculation gives 0.455 eV. The molecular weight is 107.13 g mol⁻¹.

Each line ends with the natural charge from an NBO analysis.
Geometry (Å):
C -0.9934 1.1986 1.7879  -0.03
C 1.1207 -0.2266 -1.2489  -0.85
N -0.4111 0.1843 1.2258  -0.80
O -1.3285 0.8215 -1.1458  -0.89
O -1.0359 -1.5368 -0.4789  -0.94
S -0.5589 -0.1855 -0.5009  2.23
H -0.9694 1.1042 2.8879  0.13
H 1.5385 -1.2089 -1.0785  0.25
H 1.7290 0.5600 -0.8244  0.25
H 0.9538 -0.0487 -2.3024  0.26
H -0.0447 -0.6621 1.6781  0.39